No. 1
A structure of composition C43H63BN4P2PtSi, computed with wB97M-V/def2-TZVPD.

Results
Energy relative to the best compared isomer or geometry (same formula, charge and spin)   0.00 kcal per mole
Strongest force on any atom   0.016 hartree/bohr
Spin multiplicity   1
DFT total energy   -81957.97049 eV
Gap between HOMO and LUMO   7.898 eV
Lowest unoccupied orbital energy   0.655 eV
Net charge   0

Each line ends with the Mulliken charge.
Atoms and positions in Å:
Pt1 -0.482 0.366 -0.709  3.35
C1 -0.199 -0.763 -4.090  -1.31
Si1 0.065 -1.186 -2.276  1.07
C2 1.905 -1.627 -2.118  0.70
C3 2.472 -2.475 -3.076  -0.67
C4 3.810 -2.837 -3.031  -1.09
C5 4.613 -2.342 -2.016  -1.19
C6 4.073 -1.493 -1.063  -0.74
C7 2.724 -1.125 -1.098  0.93
P1 1.969 -0.005 0.149  -0.18
C8 2.895 1.609 0.132  1.14
C9 2.564 2.419 1.399  0.77
C10 3.211 3.796 1.273  -0.77
C11 4.748 3.697 1.322  -0.94
C12 5.235 2.295 0.930  -0.67
C13 4.404 1.714 -0.214  -0.85
C14 2.368 -0.737 1.789  0.06
C15 3.832 -0.968 2.166  -1.02
C16 3.940 -1.129 3.694  -1.03
C17 2.709 -1.850 4.270  -0.71
C18 2.122 -2.812 3.242  -1.08
C19 1.592 -2.041 2.017  1.17
C20 -1.038 -2.698 -2.010  0.69
C21 -0.841 -3.979 -2.531  -0.61
C22 -1.816 -4.958 -2.406  -0.80
C23 -3.019 -4.665 -1.778  -0.94
C24 -3.231 -3.402 -1.248  -0.46
C25 -2.236 -2.429 -1.338  -0.16
P2 -2.389 -0.775 -0.572  -1.04
C26 -2.907 -1.110 1.164  1.19
C27 -2.079 -2.258 1.734  -1.06
C28 -2.076 -2.183 3.265  -0.35
C29 -3.443 -1.709 3.794  -0.86
C30 -4.550 -2.105 2.819  -1.08
C31 -4.397 -1.350 1.486  -0.59
C32 -3.898 -0.062 -1.349  0.03
C33 -4.164 1.348 -0.788  0.11
C34 -5.036 2.142 -1.757  -1.25
C35 -4.259 2.446 -3.044  -0.95
C36 -3.300 1.300 -3.412  0.00
C37 -3.813 -0.043 -2.891  -1.15
H1 0.024 -1.622 -4.729  0.46
H2 -1.240 -0.492 -4.255  0.24
H3 0.415 0.075 -4.419  0.42
H4 1.857 -2.849 -3.887  0.35
H5 4.225 -3.491 -3.788  0.40
H6 5.662 -2.608 -1.967  0.45
H7 4.726 -1.115 -0.288  0.31
H8 2.367 2.117 -0.670  -0.93
H9 1.483 2.517 1.510  -1.33
H10 2.934 1.921 2.302  0.50
H11 2.891 4.227 0.320  0.23
H12 2.844 4.463 2.054  0.50
H13 5.188 4.443 0.656  0.37
H14 5.105 3.930 2.328  0.34
H15 6.288 2.325 0.642  0.58
H16 5.181 1.645 1.806  0.15
H17 4.494 2.392 -1.069  0.58
H18 4.824 0.767 -0.554  0.16
H19 1.966 0.016 2.476  0.64
H20 4.176 -1.885 1.681  0.41
H21 4.479 -0.167 1.820  -0.01
H22 4.846 -1.692 3.931  0.51
H23 4.048 -0.149 4.166  0.30
H24 2.975 -2.376 5.188  0.53
H25 1.941 -1.121 4.547  0.24
H26 2.892 -3.526 2.936  0.42
H27 1.315 -3.401 3.683  0.48
H28 1.653 -2.673 1.125  0.25
H29 0.546 -1.795 2.162  -1.53
H30 0.086 -4.221 -3.039  0.32
H31 -1.645 -5.950 -2.807  0.43
H32 -3.787 -5.423 -1.698  0.43
H33 -4.170 -3.187 -0.756  0.37
H34 -2.603 -0.185 1.672  -0.27
H35 -2.514 -3.204 1.402  0.43
H36 -1.072 -2.241 1.329  0.14
H37 -1.830 -3.164 3.681  0.55
H38 -1.291 -1.498 3.602  -0.05
H39 -3.631 -2.121 4.786  0.54
H40 -3.445 -0.620 3.906  0.27
H41 -4.500 -3.184 2.647  0.35
H42 -5.536 -1.907 3.244  0.57
H43 -4.904 -1.909 0.700  0.12
H44 -4.908 -0.388 1.559  0.38
H45 -4.723 -0.721 -1.063  0.88
H46 -4.644 1.279 0.191  0.39
H47 -3.223 1.872 -0.645  -0.43
H48 -5.935 1.556 -1.978  0.37
H49 -5.377 3.072 -1.298  0.46
H50 -4.956 2.643 -3.862  0.40
H51 -3.680 3.360 -2.895  0.24
H52 -3.176 1.246 -4.496  0.70
H53 -2.314 1.495 -2.989  -0.42
H54 -4.810 -0.227 -3.302  0.62
H55 -3.192 -0.865 -3.248  0.51
B1 -0.970 3.756 -0.727  0.04
N1 0.253 3.318 -1.580  0.19
C38 1.111 4.117 -2.237  -0.52
C39 1.902 3.341 -3.059  -1.31
C40 1.454 2.038 -2.832  -0.48
N2 0.464 2.031 -1.940  0.03
N3 -0.895 3.134 0.701  -0.06
C41 -0.950 3.783 1.874  -0.51
C42 -0.936 2.854 2.897  -1.50
C43 -0.873 1.626 2.239  -0.35
N4 -0.852 1.805 0.919  -0.07
H56 -0.934 4.958 -0.604  -0.20
H57 -1.973 3.353 -1.271  -0.28
H58 1.076 5.182 -2.089  0.52
H59 2.680 3.664 -3.727  0.50
H60 1.822 1.113 -3.239  0.49
H61 -0.999 4.858 1.892  0.51
H62 -0.973 3.036 3.957  0.51
H63 -0.811 0.630 2.649  0.52

***

No. 2
A structure of composition C43H63BaCl2N3O3S2Se at a distorted geometry, computed with wB97M-V/def2-TZVPD.

Results
Energy relative to the best compared isomer or geometry (same formula, charge and spin)   60.72 kcal per mole
Strongest force on any atom   0.070 hartree/bohr
Spin multiplicity   1
DFT total energy   -168986.21107 eV
Gap between HOMO and LUMO   5.814 eV
Lowest unoccupied orbital energy   3.530 eV
Net charge   -2

Each line ends with the Mulliken charge.
Atoms and positions in Å:
Ba1 -0.639 0.078 0.056  2.64
C1 2.415 -1.868 2.733  -1.24
N1 1.852 -0.640 2.212  0.88
C2 2.931 0.233 1.726  -0.97
C3 1.012 0.050 3.185  -0.71
C4 -0.301 -0.705 3.457  -1.15
N2 -1.441 -0.190 2.680  0.56
C5 -2.499 -1.239 2.682  -1.98
C6 -3.844 -0.906 2.060  0.31
C7 -5.001 -1.035 2.817  -0.31
C8 -6.270 -0.929 2.244  0.48
C9 -6.303 -0.716 0.866  -0.70
C10 -5.175 -0.593 0.047  0.88
C11 -3.900 -0.676 0.661  -0.34
O1 -2.753 -0.584 0.009  -0.71
C12 -5.422 -0.465 -1.481  2.74
C13 -4.146 -0.342 -2.330  -2.68
C14 -6.267 0.791 -1.768  -1.55
C15 -6.173 -1.713 -1.971  -2.03
C16 -7.553 -1.241 3.026  2.03
C17 -8.728 -0.378 2.546  -1.55
C18 -7.928 -2.720 2.814  -1.83
C19 -7.364 -1.013 4.530  -1.77
C20 -1.926 1.081 3.266  -1.80
C21 -2.745 1.955 2.343  1.16
C22 -4.040 2.319 2.684  -0.33
C23 -4.784 3.186 1.892  -0.22
C24 -4.151 3.675 0.748  -0.79
C25 -2.839 3.375 0.370  0.70
C26 -2.105 2.472 1.190  0.00
O2 -0.862 2.082 0.942  -1.72
C27 -2.283 4.110 -0.882  2.23
C28 -2.356 5.625 -0.629  -1.85
C29 -3.136 3.764 -2.113  -1.50
C30 -0.820 3.789 -1.237  -1.94
C31 -6.218 3.610 2.231  2.55
C32 -6.685 2.980 3.542  -1.90
C33 -7.174 3.154 1.119  -1.35
C34 -6.299 5.135 2.370  -2.00
H1 3.093 -1.672 3.584  0.33
H2 2.990 -2.361 1.947  0.32
H3 1.641 -2.562 3.066  0.32
H4 3.688 0.412 2.517  0.26
H5 2.524 1.205 1.420  0.21
H6 3.420 -0.191 0.851  0.23
H7 0.775 1.032 2.757  0.43
H8 1.555 0.224 4.129  0.31
H9 -0.535 -0.682 4.536  0.14
H10 -0.172 -1.752 3.176  0.52
H11 -2.677 -1.558 3.720  0.37
H12 -2.092 -2.095 2.127  0.62
H13 -4.888 -1.237 3.880  0.18
H14 -7.275 -0.674 0.375  0.01
H15 -3.516 0.486 -2.013  0.19
H16 -4.425 -0.177 -3.374  0.62
H17 -3.538 -1.250 -2.279  0.31
H18 -5.745 1.688 -1.410  0.03
H19 -7.252 0.757 -1.283  0.31
H20 -6.421 0.895 -2.850  0.54
H21 -5.606 -2.618 -1.723  0.39
H22 -6.293 -1.669 -3.062  0.47
H23 -7.169 -1.804 -1.517  0.29
H24 -9.002 -0.597 1.508  0.29
H25 -8.490 0.691 2.610  0.10
H26 -9.613 -0.573 3.167  0.53
H27 -8.111 -2.921 1.751  0.28
H28 -8.834 -2.985 3.382  0.48
H29 -7.108 -3.371 3.138  0.34
H30 -7.004 0.002 4.740  0.27
H31 -6.648 -1.721 4.962  0.36
H32 -8.321 -1.152 5.047  0.45
H33 -1.047 1.661 3.557  0.93
H34 -2.501 0.863 4.180  0.11
H35 -4.462 1.894 3.592  0.11
H36 -4.712 4.357 0.108  0.35
H37 -3.386 5.967 -0.473  0.27
H38 -1.942 6.166 -1.490  0.47
H39 -1.773 5.894 0.262  0.38
H40 -4.196 4.004 -1.960  0.23
H41 -3.064 2.699 -2.360  0.20
H42 -2.782 4.324 -2.988  0.50
H43 -0.140 3.993 -0.409  0.36
H44 -0.527 4.394 -2.102  0.47
H45 -0.700 2.748 -1.514  0.18
H46 -6.623 1.886 3.494  0.06
H47 -7.730 3.256 3.733  0.46
H48 -6.080 3.320 4.393  0.34
H49 -7.108 2.069 0.982  -0.06
H50 -6.923 3.623 0.160  0.32
H51 -8.213 3.417 1.367  0.52
H52 -5.616 5.487 3.153  0.38
H53 -7.321 5.444 2.632  0.47
H54 -6.021 5.637 1.436  0.31
Cl1 4.054 2.424 -0.552  -0.23
C35 4.819 1.819 -2.011  0.59
C36 5.828 2.610 -2.551  -0.76
C37 6.489 2.211 -3.701  -0.27
C38 6.114 1.017 -4.296  -0.73
C39 5.109 0.238 -3.736  0.52
Cl2 4.738 -1.245 -4.599  -0.26
C40 4.403 0.576 -2.544  -0.72
S1 3.205 -0.449 -1.811  -0.17
H55 6.085 3.540 -2.056  0.36
H56 7.288 2.813 -4.120  0.32
H57 6.592 0.677 -5.208  0.35
Se1 -1.052 0.290 -4.695  -0.34
C41 -2.747 0.319 -5.430  0.23
N3 -3.821 0.338 -5.899  -0.74
C42 1.201 -4.031 -1.371  -1.16
S2 0.623 -2.370 -1.390  0.54
C43 -0.748 -2.671 -2.488  -0.35
O3 -0.005 -2.157 -0.004  -0.72
H58 0.358 -4.656 -1.060  0.37
H59 2.016 -4.072 -0.643  0.28
H60 1.573 -4.299 -2.366  0.40
H61 -0.352 -2.890 -3.485  0.51
H62 -1.341 -1.753 -2.574  -0.47
H63 -1.348 -3.495 -2.076  0.37

***

- Among the records above, which one has the highest energy relative to the best compared isomer or geometry (same formula, charge and spin)?
  C43H63BaCl2N3O3S2Se